1.
Molecular formula: C6H19ClN2O2P
Method: DFT, wB97M-V/def2-TZVPD

```
31
Properties=species:S:1:pos:R:3:forces:R:3:nbo_charge:R:1
N -0.534 0.276 0.356 0.55 1.28 2.24 -0.645
N -1.095 -0.500 -0.647 -0.74 0.06 -1.99 -0.483
C -2.375 0.049 -1.241 -3.28 0.20 -1.28 -0.291
C -3.564 0.367 -0.156 -0.83 0.88 -0.17 -0.485
C -4.462 -0.944 0.281 -0.45 0.42 -0.52 -0.392
Cl -4.361 -1.150 2.145 0.10 -0.11 -1.94 -0.055
P -1.232 -2.243 -0.145 6.18 -4.36 0.56 1.445
O 0.260 -2.773 0.089 -5.58 2.42 -0.77 -0.967
H -0.465 -0.224 1.269 -0.07 0.70 -1.00 0.409
H -0.975 1.218 0.440 0.43 -1.29 -0.09 0.407
H -0.384 -0.516 -1.438 -0.82 -0.32 0.88 0.458
H -2.226 0.998 -1.927 0.32 -1.92 1.64 0.281
H -2.805 -0.796 -1.964 1.07 1.80 1.41 0.245
H -3.187 0.983 0.794 -0.78 -1.60 -2.09 0.261
H -4.321 1.108 -0.706 1.84 -1.61 1.06 0.275
H -5.624 -0.821 0.040 2.80 -0.11 0.54 0.276
H -4.098 -1.901 -0.294 -0.69 1.66 1.42 0.202
H -2.046 -2.430 1.028 -0.02 0.88 -0.79 0.049
H -1.814 -2.913 -1.309 0.01 1.07 0.89 0.010
C 3.187 1.863 -0.529 -0.10 0.38 -0.04 -0.626
C 3.722 1.290 0.774 0.07 -0.42 -0.53 0.091
C 4.838 0.288 0.522 0.29 -0.03 0.21 -0.631
O 2.662 0.650 1.479 -0.46 -0.09 0.20 -0.725
H 2.768 1.072 -1.162 0.18 -0.08 0.02 0.182
H 2.377 2.573 -0.333 0.16 0.00 0.02 0.208
H 3.976 2.376 -1.088 -0.14 -0.08 0.01 0.223
H 4.094 2.103 1.408 -0.22 -0.18 0.05 0.186
H 4.477 -0.559 -0.073 -0.02 0.14 -0.07 0.196
H 5.204 -0.125 1.468 -0.04 0.15 -0.14 0.226
H 5.676 0.754 -0.005 -0.09 -0.10 0.05 0.218
H 2.326 -0.073 0.924 0.31 0.26 0.20 0.454
```
Forces are in eV/Å.

The value obtained for the LUMO energy is -3.894 eV. The calculation puts the molar mass at 217.657 g/mol. Its total charge is +1. For the HOMO energy, the calculation gives -12.5 eV. The calculation puts the frontier orbital gap at 8.6220 eV. For the energy, the calculation gives -35406.3156 eV.

2.
Molecular formula: C3H8NO2P
Method: DFT, wB97M-V/def2-TZVPD

```
15
Properties=species:S:1:pos:R:3:forces:R:3:nbo_charge:R:1
C -0.214 0.795 0.530 -3.24 3.25 1.90 -0.551
C -0.878 -0.509 0.765 0.59 -2.22 0.99 -0.747
C 1.144 0.702 0.896 1.50 -2.75 2.29 0.299
N 1.492 -0.566 1.033 4.17 2.66 -0.45 -0.740
O -0.853 0.596 -2.460 -0.28 2.94 -0.95 -0.957
O 0.627 -1.527 -1.242 0.63 0.56 -2.69 -1.177
P 0.480 -1.803 0.191 -2.67 -1.25 1.92 1.277
H -0.227 0.973 -0.503 -0.07 0.60 -2.01 0.322
H -0.781 1.732 0.980 1.32 -1.66 -0.73 0.235
H -0.923 -0.802 1.820 0.09 0.56 0.30 0.210
H -1.899 -0.635 0.447 -0.13 0.09 -0.83 0.236
H 1.823 1.459 1.292 -0.12 0.20 -0.80 0.217
H 2.559 -0.718 1.080 -2.20 0.13 0.32 0.415
H -0.593 -0.209 -2.103 1.18 -2.98 0.99 0.496
H -1.756 0.512 -2.726 -0.76 -0.13 -0.25 0.465
```
Forces are in eV/Å.

The value obtained for the LUMO energy is -0.448 eV. The calculation puts the molar mass at 121.076 g/mol. For the HOMO energy, the calculation gives -7.8 eV. The calculation puts the frontier orbital gap at 7.3890 eV. For the energy, the calculation gives -18113.5145 eV. The calculation puts the energy relative to the best compared isomer or geometry (same formula, charge and spin) at 151.2 kJ/mol.